1.
Below is a molecular structure, C9H7IO2 at a distorted geometry, with properties calculated with wB97M-V/def2-TZVPD.

Results
Lowest unoccupied orbital energy: -0.480 eV
Highest occupied orbital energy: -8.45 eV
Total energy: -795.10354 Ha
ΔE to the lowest compared entry with this formula, charge and spin: 452.3 kJ/mol

Each line ends with the natural charge from an NBO analysis.
Element x y z (Å)
C -1.985 2.741 -0.204  0.078
C -1.904 2.325 1.007  -0.012
C -1.258 2.388 -1.359  -0.254
C -1.118 1.285 1.370  -0.259
C -0.256 1.407 -0.989  -0.176
C -0.257 0.818 0.272  -0.207
C 0.130 -1.628 -0.824  0.695
C 0.887 -2.780 -0.292  -0.788
C 0.698 -0.214 0.493  0.116
O -0.571 -1.442 -1.744  -0.487
O 0.661 -0.829 1.778  -0.733
I 2.812 0.261 -0.019  0.030
H -1.458 2.782 -2.373  0.242
H -1.017 1.123 2.502  0.228
H 0.531 0.995 -1.624  0.241
H 0.493 -2.935 0.825  0.289
H 1.998 -2.511 -0.162  0.277
H 0.683 -3.661 -1.041  0.243
H 0.930 -0.124 2.382  0.477

Atomic forces in eV per Å
C 0.9031 -1.5364 1.0524
C -0.6612 1.4392 -4.1206
C -0.0349 0.0918 1.1682
C 1.5261 -0.1829 1.5719
C -1.7288 0.5174 -0.1291
C -0.9887 2.4875 1.7433
C 2.1084 1.6110 2.5315
C -0.2696 -1.8554 0.5432
C -0.1376 -3.6290 -0.7304
O -0.0084 0.2430 0.2903
O 0.2618 0.8328 -1.4493
I -0.6021 -0.0145 0.1509
H 0.5384 -0.2992 0.8066
H 0.1119 -0.8379 -2.0318
H -0.6356 0.5153 -0.5209
H 0.7499 -0.0227 -2.5853
H -1.7691 -0.4477 -0.4614
H 0.6582 1.2682 1.8409
H -0.0218 -0.1806 0.3294

2.
Below is a molecular structure, C16H14BF4FeN2O2, with properties calculated with wB97M-V/def2-TZVPD.

Results
Multiplicity: 5
Expectation value of S²: 6.010
Lowest unoccupied orbital energy (spin up / spin down): 2.938 / 2.925 eV
Highest occupied orbital energy (spin up / spin down): -4.78 / -4.60 eV
Net charge: -1
Total energy: -2566.52044 Ha

Each line ends with the Mulliken charge.
Element x y z (Å)
Fe 0.372 -0.441 0.159  1.043
O -1.281 -1.529 0.038  -0.938
C -2.276 -1.615 0.848  0.606
C -2.959 -2.851 1.011  -0.665
C -4.030 -2.974 1.860  -0.378
C -4.505 -1.884 2.602  -0.680
C -3.868 -0.674 2.460  -0.588
C -2.770 -0.510 1.605  0.631
C -2.191 0.809 1.494  -0.043
N -1.182 1.114 0.776  0.043
C -0.758 2.498 0.711  -0.706
C 0.769 2.548 0.708  -0.907
N 1.240 1.555 -0.238  0.100
C 1.861 1.940 -1.283  0.199
C 2.344 1.078 -2.337  0.134
C 3.059 1.672 -3.388  -0.608
C 3.570 0.935 -4.430  -0.713
C 3.361 -0.452 -4.425  -0.331
C 2.665 -1.067 -3.417  -0.600
C 2.120 -0.332 -2.326  0.448
O 1.474 -0.949 -1.405  -0.672
H -2.584 -3.696 0.448  0.412
H -4.513 -3.940 1.963  0.338
H -5.347 -1.995 3.273  0.379
H -4.212 0.190 3.022  0.286
H -2.698 1.594 2.073  0.176
H -1.172 3.099 1.531  0.475
H -1.120 2.919 -0.235  0.258
H 1.139 2.274 1.697  0.245
H 1.129 3.554 0.458  0.513
H 2.071 3.011 -1.414  0.124
H 3.206 2.747 -3.361  0.284
H 4.122 1.410 -5.230  0.375
H 3.758 -1.054 -5.236  0.347
H 2.503 -2.137 -3.413  0.415
F 1.062 -2.232 1.605  -0.418
B 1.353 -1.403 2.723  0.452
F 2.648 -1.587 3.159  -0.362
F 0.423 -1.578 3.726  -0.387
F 1.217 -0.047 2.187  -0.288

Atomic forces in eV per Å
Fe -0.2892 0.4842 -0.1992
O 0.0283 -0.1735 0.1019
C -0.0444 0.0862 -0.0038
C -0.0112 0.0319 -0.0006
C 0.0051 -0.0349 -0.0095
C -0.0029 0.0370 0.0106
C -0.0336 -0.0356 0.0232
C 0.0603 0.0275 -0.0172
C -0.0753 -0.0403 -0.0377
N 0.1249 -0.0728 0.1195
C 0.0146 0.0008 -0.0292
C -0.0054 -0.0686 0.0271
N -0.0414 0.0567 -0.0540
C 0.0931 -0.0807 0.0358
C -0.0312 0.0066 0.0363
C 0.0084 -0.0040 -0.0262
C 0.0031 0.0322 0.0023
C 0.0026 -0.0386 -0.0185
C -0.0172 0.0409 0.0071
C 0.0151 0.0224 0.0506
O 0.1073 -0.1428 -0.0596
H 0.0024 -0.0026 -0.0058
H -0.0049 0.0007 0.0011
H 0.0000 0.0012 0.0029
H -0.0026 0.0027 -0.0002
H 0.0010 -0.0013 -0.0191
H 0.0209 -0.0063 0.0019
H 0.0092 0.0076 0.0016
H 0.0101 0.0005 -0.0018
H -0.0540 0.0107 -0.0107
H 0.0078 -0.0058 0.0048
H 0.0038 0.0034 -0.0029
H -0.0014 0.0053 -0.0012
H 0.0042 0.0049 -0.0017
H -0.0009 -0.0064 0.0046
F 0.1180 -0.0044 0.1444
B -0.0295 -0.0141 -0.1485
F 0.0573 0.0058 0.0307
F -0.0221 0.0062 0.0435
F -0.0302 -0.1430 -0.0027

3.
Below is C4H7NO in the gas phase at a distorted geometry, with properties calculated with wB97M-V/def2-TZVPD.

Results
Lowest unoccupied orbital energy (spin up / spin down): 0.110 / -0.324 eV
Highest occupied orbital energy (spin up / spin down): -8.68 / -8.83 eV
Total energy: -286.42356 Ha
ΔE to the lowest compared entry with this formula, charge and spin: 546.3 kJ/mol

Each line ends with the natural charge from an NBO analysis.
Element x y z (Å)
N -0.823 1.391 2.215  -0.667
C -0.301 1.315 1.067  0.399
O -0.709 0.290 0.313  -0.514
C -0.124 -0.224 -0.864  -0.028
C 1.319 -0.353 -0.867  -0.335
C -0.816 -1.718 -0.685  -0.264
H -0.540 2.242 2.686  0.341
H 0.406 2.012 0.602  0.140
H -0.503 0.228 -1.782  0.193
H 1.869 -0.306 -1.817  0.191
H 1.954 -0.297 0.016  0.196
H -1.214 -1.959 0.321  0.186
H -0.518 -2.622 -1.205  0.161

Atomic forces in eV per Å
N 0.2384 0.3239 -0.2718
C -0.1611 0.1310 0.1035
O -0.4633 0.5425 0.2931
C -1.6413 -2.6842 0.5776
C 1.1995 0.2025 -0.3002
C 1.1377 0.7453 0.1335
H 0.1738 0.0343 0.0329
H -0.0052 -0.0859 0.0810
H -0.1174 0.2173 0.1371
H -0.4639 -0.2347 0.3997
H -0.5338 -0.2357 0.0195
H 0.4183 0.6616 -0.6088
H 0.2183 0.3822 -0.5970